(1)
C20H22BFN | ωB97M-V with the def2-TZVPD basis set

Properties
Maximum force in Eh/bohr: 0.0396
Energy relative to the best compared isomer or geometry (same formula, charge and spin) in kcal per mole: 0.0
Charge: +1
Lowest unoccupied orbital energy in eV: -4.401
Orbital gap in eV: 6.871

CARTESIAN COORDINATES (ANGSTROEM)
H1 -2.489 0.889 2.862
H2 -6.965 -4.013 1.103
H3 -3.372 -2.060 0.702
H4 -2.329 -4.283 7.787
C1 -3.340 1.361 -1.954
C2 -3.077 -3.310 5.988
C3 -3.883 -1.927 3.907
C4 -4.352 -3.109 3.126
C5 -4.366 -5.478 2.663
H5 -3.315 1.611 -3.014
H6 -3.630 -4.196 5.704
H7 -3.491 3.291 2.044
C6 -2.929 0.125 -1.458
F1 -3.770 -6.718 2.797
C7 -2.951 -0.122 -0.098
H8 -1.053 -2.257 8.538
H9 -1.867 -1.298 1.344
H10 -5.212 2.822 1.730
C8 -2.347 -3.370 7.190
H11 -5.841 -2.013 2.059
C9 -4.233 3.045 1.275
C10 -3.767 -4.374 3.271
C11 -3.793 2.014 0.296
H12 -6.059 -6.286 1.581
C12 -3.127 -2.131 5.211
H13 -1.246 -0.133 7.244
C13 -2.475 -0.993 5.733
H14 -3.258 -1.391 3.256
C14 -3.780 2.302 -1.036
H15 -4.585 0.728 2.763
H16 -4.121 3.302 -1.317
H17 -1.920 -1.983 -0.294
N1 -3.425 0.802 0.774
C15 -1.749 -1.047 6.901
H18 -4.719 -1.225 4.080
B1 -3.511 0.804 2.274
H19 -2.606 -0.062 5.179
H20 -2.579 -0.669 -2.120
C16 -6.063 -4.126 1.708
H21 -2.894 -4.540 3.886
C17 -5.456 -3.005 2.271
C18 -1.659 -2.247 7.635
C19 -2.501 -1.425 0.457
H22 -4.391 3.942 0.664
C20 -5.539 -5.406 1.939


(2)
C18H22N4O2S | ωB97M-V with the def2-TZVPD basis set

Properties
Maximum force in Eh/bohr: 0.3802
SMILES string: Cc1cc(C)cc(N(CC(=O)NC2CCCC2)C(=O)c2csnn2)c1
Energy relative to the best compared isomer or geometry (same formula, charge and spin) in kcal per mole: 420.3
Lowest unoccupied orbital energy in eV: -0.855
Orbital gap in eV: 7.824

CARTESIAN COORDINATES (ANGSTROEM)
H1 5.752 -0.401 -0.175
H2 3.200 -0.026 -2.244
C1 -5.323 0.194 0.932
N1 -1.545 1.767 -0.914
H3 3.866 2.563 -1.674
H4 -0.194 -1.966 2.113
C2 -0.113 1.148 1.010
C3 -0.931 1.936 0.426
C4 4.863 0.111 0.245
H5 5.735 1.917 0.148
C5 4.779 1.371 -0.009
C6 0.433 -1.002 1.760
H6 2.344 0.735 -1.271
C7 -4.158 -1.616 -0.312
H7 2.253 0.326 1.217
C8 4.337 1.558 -1.604
H8 4.122 2.184 0.711
C9 -3.930 -0.464 0.445
H9 -1.050 4.027 1.759
C10 3.603 -0.575 -0.278
H10 4.865 -0.261 1.231
C11 -2.723 0.071 0.957
H11 -5.208 0.552 1.868
C12 -1.629 -0.627 0.547
N2 -2.169 2.733 -1.266
S1 -2.077 4.207 -0.571
O1 0.835 1.539 1.831
H12 -3.858 -3.046 -2.410
C13 1.651 -1.454 0.708
C14 3.162 0.549 -1.434
C15 -2.938 -2.181 -0.820
C16 -1.659 -1.816 -0.489
C17 -2.936 -3.207 -1.939
N3 2.525 -0.349 0.581
O2 1.599 -2.715 0.112
H13 -5.024 -1.810 -1.021
C18 -1.271 3.349 0.805
H14 -2.921 0.627 1.751
H15 -2.766 -4.224 -1.317
H16 5.143 1.376 -1.841
N4 -0.441 -0.046 1.159
H17 -6.287 -0.472 0.799
H18 3.564 -1.617 -0.645
H19 -0.730 -2.278 -0.746
H20 -2.136 -3.064 -2.618
H21 -5.480 0.900 0.110
H22 0.869 -0.522 2.373


(3)
C30H57N3O18 | ωB97M-V with the def2-TZVPD basis set

Properties
Maximum force in Eh/bohr: 0.0648
SMILES string: CCOC(=O)OC.CCOC(=O)OC.CCOC(=O)OC.CCOC(=O)OC.CCOC(=O)OC.CCOC(=O)OC.CC#N.CC#N.CC#N
Energy relative to the best compared isomer or geometry (same formula, charge and spin) in kcal per mole: 0.0
Lowest unoccupied orbital energy in eV: 0.535
Orbital gap in eV: 11.166

CARTESIAN COORDINATES (ANGSTROEM)
H1 -1.829 0.849 3.253
H2 -1.001 -3.202 -1.989
C1 -0.664 -4.263 -0.045
H3 3.216 1.191 3.810
C2 -1.033 0.283 3.631
C3 1.136 4.522 1.716
C4 2.954 1.669 2.919
C5 -0.434 1.358 5.681
H4 3.682 0.815 -3.948
H5 3.148 2.754 3.124
O1 0.302 -3.473 -5.772
C6 4.016 1.369 1.953
H6 -1.597 -6.934 -3.807
C7 -1.569 -5.000 -4.690
H7 3.392 0.558 -0.856
H8 0.519 1.002 0.761
C8 0.384 2.049 7.791
C9 -0.752 -1.023 -0.511
H9 -3.829 -3.063 3.081
H10 4.108 1.920 -2.601
H11 -0.816 5.581 2.954
C10 3.392 0.083 -1.879
O2 2.045 1.626 -3.156
H12 1.931 1.507 2.457
H13 0.370 5.149 -2.794
O3 -0.329 1.072 6.940
H14 -3.119 -6.462 -4.264
C11 -1.256 -1.094 3.110
H15 2.404 -2.572 -5.379
H16 -0.523 0.654 -4.645
C12 3.371 5.528 -0.042
C13 3.010 -2.241 0.746
H17 -2.368 -5.791 -2.755
C14 -1.427 -3.316 -0.964
O4 0.314 -1.195 -1.068
O5 -1.228 0.070 0.134
C15 -4.717 -2.402 3.119
H18 3.693 -1.500 0.424
C16 -0.450 -0.427 -4.381
C17 0.581 -4.072 -4.782
H19 -0.117 -0.926 -5.298
C18 1.731 2.779 -2.625
H20 -1.183 4.264 -2.327
H21 -4.764 2.057 -1.354
H22 1.076 2.669 7.247
C19 -1.729 -0.994 -3.950
H23 -1.437 -5.277 -5.753
O6 -0.960 0.280 5.114
H24 -2.263 -1.440 3.479
H25 -3.817 0.900 0.671
C20 -4.650 0.989 -1.305
C21 2.630 -2.062 2.165
O7 -0.166 4.081 1.791
H26 -1.997 -4.049 -4.609
C22 -0.052 4.279 -2.253
H27 -4.668 -2.022 4.128
H28 0.338 -0.539 -3.568
O8 1.705 -3.931 -4.035
O9 -4.468 -0.974 -0.053
C23 3.226 4.169 0.571
O10 1.760 3.849 0.747
H29 2.255 -2.199 0.029
C24 -4.641 0.438 0.133
H30 3.363 -3.978 -5.075
H31 -1.304 -4.441 0.842
H32 3.432 -3.262 0.674
H33 0.244 -3.849 0.405
C25 -0.373 1.227 0.138
H34 -0.394 -5.254 -0.466
C26 3.376 1.144 -2.962
O11 0.456 3.017 -2.860
C27 -0.727 4.510 2.972
H35 -1.715 4.123 3.215
H36 3.527 3.254 0.027
H37 2.782 5.636 -0.930
O12 -1.596 -1.996 -0.356
H38 -5.575 0.706 0.693
H39 -0.463 -1.736 3.523
H40 0.845 1.550 8.653
O13 2.496 3.593 -2.132
H41 3.331 -2.782 -3.766
N1 -2.720 -1.514 -3.803
O14 -4.590 -1.329 2.133
O15 -4.245 -3.011 0.690
H42 4.436 5.688 -0.348
H43 3.730 4.100 1.497
O16 -0.128 2.367 5.060
O17 1.688 5.270 2.506
H44 0.002 1.482 -0.903
H45 -3.734 0.696 -1.789
H46 4.349 -0.481 -1.735
H47 -1.383 -1.079 2.057
H48 -5.574 -2.969 2.901
H49 -0.991 2.034 0.481
N2 4.879 1.207 1.218
H50 -0.302 2.763 8.100
H51 -0.129 0.638 3.245
H52 -2.467 -3.671 -1.070
O18 -0.242 -4.916 -4.131
H53 -5.466 0.495 -1.858
H54 2.633 -0.665 -1.973
H55 0.359 4.175 -1.221
N3 2.053 -1.975 3.137
C28 -4.361 -1.848 0.870
C29 -2.243 -6.084 -3.840
H56 -0.018 4.218 3.779
H57 3.140 6.261 0.761
C30 2.786 -3.232 -4.580


(4)
C4H7FO3 | ωB97M-V with the def2-TZVPD basis set

Properties
Maximum force in Eh/bohr: 0.1133
SMILES string: OCC1(F)[C@H](O)[C@H]1O
Energy relative to the best compared isomer or geometry (same formula, charge and spin) in kcal per mole: 72.7
Lowest unoccupied orbital energy in eV: 0.452
Orbital gap in eV: 10.403

CARTESIAN COORDINATES (ANGSTROEM)
H1 1.185 -0.376 1.459
H2 -2.797 -1.127 0.154
H3 2.391 0.333 -0.154
O1 2.145 -0.701 -0.214
C1 -0.174 -0.545 -0.113
C2 1.030 -0.860 0.566
C3 -1.257 0.408 0.348
H4 -1.163 0.596 1.415
H5 0.708 2.562 -0.418
O2 0.957 1.559 -0.392
O3 -2.556 0.043 -0.008
H6 -0.637 0.886 -1.647
C4 -0.244 0.830 -0.668
H7 0.971 -1.950 0.586
F1 -0.559 -1.658 -0.915